This record from the Open Molecules 2025 dataset describes a molecular structure, C6H3FHgO8 at a distorted geometry. The level of theory is the ωB97M-V functional and the def2-TZVPD basis.

Results
Orbital gap = 6.448 eV
HOMO = -0.3313 hartree
Energy relative to the best compared isomer or geometry (same formula, charge and spin) = 2.497 eV
Calculated total energy = -29536.8528 eV

Structure (ORCA input):
```
! wB97M-V def2-TZVPD RIJCOSX def2/J DEFGRID3
* xyz 0 1
C -1.09 -2.55 -0.26
C -1.45 -1.18 -0.74
O -2.73 -0.88 -0.23
C -3.12 -1.74 0.73
O -2.32 -2.79 0.79
O -3.94 -1.45 1.56
O 0.10 -2.79 0.17
F -1.46 -3.53 -1.18
H -1.43 -1.12 -1.83
O 2.25 -0.30 0.35
C 2.02 0.90 0.07
C 0.90 1.64 -0.23
O 1.24 2.98 0.04
C 2.56 3.06 0.13
O 3.22 4.05 -0.04
O 3.07 1.81 0.21
Hg 1.71 -2.02 0.35
H -0.67 -0.23 -0.50
H 0.24 1.54 -1.10
*
```


This record from the Open Molecules 2025 dataset describes a molecular structure, C17H18BBrN6O2Tc at a distorted geometry. The level of theory is the ωB97M-V functional and the def2-TZVPD basis.

Results
Orbital gap (alpha / beta) = 4.129 / 4.610 eV
HOMO (alpha / beta) = -0.7890 / -0.7806 hartree
Calculated total energy = -103820.8527 eV

Structure (ORCA input):
```
! wB97M-V def2-TZVPD RIJCOSX def2/J DEFGRID3
* xyz 4 4
C 2.51 -0.93 -0.58
N 1.20 -0.76 -0.89
N 1.17 -0.08 -2.10
C 2.43 0.03 -2.58
C 3.31 -0.46 -1.63
B -0.07 0.25 -2.96
N -1.04 -0.99 -2.69
N -1.23 -1.70 -1.49
C -1.91 -2.85 -1.77
C -2.11 -2.91 -3.15
C -1.53 -1.77 -3.68
Tc -0.30 -1.89 0.24
N -0.50 1.81 -2.98
N -0.46 2.64 -1.87
C -1.11 3.77 -2.18
C -1.36 3.80 -3.57
C -0.93 2.56 -4.04
H -1.40 4.48 -1.42
H -0.88 2.16 -5.04
H -1.80 4.61 -4.11
H 0.25 0.12 -4.13
H -1.42 -1.47 -4.71
H 2.57 0.37 -3.60
H -2.68 -3.67 -3.65
H 4.38 -0.50 -1.70
H -2.23 -3.52 -0.99
H 2.80 -1.34 0.38
H -2.68 -0.86 0.71
C -2.12 -1.78 1.02
H -2.81 -2.63 0.85
H 0.06 -3.31 0.59
H -1.94 -1.69 2.11
Br 0.77 2.53 2.04
C 0.71 1.59 3.68
C 0.73 2.26 4.90
C 0.79 1.52 6.10
C 0.82 0.12 6.10
C 0.81 -0.55 4.88
C 0.79 0.19 3.71
C 1.01 -0.62 2.47
O 2.00 -1.35 2.38
O 0.05 -0.48 1.58
H 0.75 3.35 4.90
H 0.83 2.07 7.04
H 0.91 -0.46 7.02
H 0.85 -1.64 4.81
*
```


This record from the Open Molecules 2025 dataset describes a molecular structure, C11H29O4Tl at a distorted geometry. The level of theory is the ωB97M-V functional and the def2-TZVPD basis.

Results
Orbital gap = 7.211 eV
HOMO = -0.5949 hartree
Energy relative to the best compared isomer or geometry (same formula, charge and spin) = 6.573 eV
Calculated total energy = -24732.7559 eV

Structure (ORCA input):
```
! wB97M-V def2-TZVPD RIJCOSX def2/J DEFGRID3
* xyz 2 1
Tl -26.65 -33.98 34.92
C -29.54 -30.84 34.77
C -28.66 -31.63 33.86
O -28.07 -32.79 34.48
H -30.17 -30.12 34.25
H -29.01 -30.29 35.55
H -30.29 -31.50 35.23
H -27.94 -31.10 33.23
H -29.29 -31.88 33.00
C -25.53 -30.84 33.00
C -26.25 -32.08 32.43
C -25.84 -32.57 30.95
O -25.98 -33.19 33.32
H -25.50 -29.97 32.34
H -24.49 -31.14 33.13
H -26.01 -30.53 33.93
H -27.32 -31.87 32.47
H -25.89 -31.75 30.24
H -26.57 -33.35 30.75
H -24.79 -32.85 30.94
H -26.12 -33.95 32.76
C -26.00 -29.74 35.41
C -25.90 -31.11 36.14
C -26.54 -31.05 37.50
O -26.33 -32.08 35.28
H -25.36 -29.74 34.52
H -25.60 -28.93 36.02
H -26.99 -29.35 35.17
H -24.83 -31.26 36.18
H -27.59 -30.76 37.36
H -26.03 -30.35 38.15
H -26.53 -32.02 38.00
H -26.96 -31.63 34.71
C -28.24 -37.34 35.72
C -28.16 -35.96 36.37
C -28.30 -36.05 37.93
O -26.88 -35.41 36.21
H -27.82 -38.16 36.31
H -27.58 -37.34 34.85
H -29.25 -37.61 35.40
H -28.77 -35.14 36.00
H -28.67 -37.03 38.24
H -29.09 -35.32 38.10
H -27.41 -35.99 38.55
H -26.36 -35.78 36.94
*
```


This record from the Open Molecules 2025 dataset describes 3 unconnected molecules or ions with the total composition C18H15F3 at a distorted geometry. The level of theory is the ωB97M-V functional and the def2-TZVPD basis.

Results
Orbital gap = 10.062 eV
HOMO = -0.3359 hartree
Energy relative to the best compared isomer or geometry (same formula, charge and spin) = 0.770 eV
Calculated total energy = -27060.7221 eV
SMILES = Fc1ccccc1.Fc1ccccc1.Fc1ccccc1

Structure (ORCA input):
```
! wB97M-V def2-TZVPD RIJCOSX def2/J DEFGRID3
* xyz 0 1
F 2.98 -1.73 -2.01
C 2.14 -2.62 -2.58
C 0.87 -2.23 -3.00
C 0.05 -3.20 -3.64
C 0.48 -4.48 -3.90
C 1.71 -4.86 -3.42
C 2.55 -3.93 -2.74
H 0.55 -1.20 -2.94
H -0.88 -2.91 -4.11
H -0.12 -5.22 -4.41
H 2.05 -5.86 -3.61
H 3.56 -4.19 -2.47
F -2.15 2.27 -0.36
C -2.47 2.56 0.92
C -3.40 1.78 1.63
C -3.71 2.06 2.95
C -3.04 3.15 3.54
C -2.11 3.95 2.87
C -1.81 3.63 1.56
H -4.08 1.07 1.16
H -4.46 1.41 3.37
H -3.27 3.44 4.55
H -1.46 4.73 3.25
H -1.18 4.35 1.05
F 1.30 0.84 -1.65
C 1.30 0.76 -0.30
C 1.24 1.92 0.46
C 1.38 1.79 1.79
C 1.64 0.58 2.43
C 1.61 -0.59 1.66
C 1.44 -0.45 0.27
H 1.12 2.85 -0.08
H 1.36 2.65 2.45
H 1.86 0.52 3.48
H 1.59 -1.53 2.19
H 1.39 -1.33 -0.36
*
```


This record from the Open Molecules 2025 dataset describes a molecular structure, C29H21Cl4N2O4PtTe. The level of theory is the ωB97M-V functional and the def2-TZVPD basis.

Results
Orbital gap = 6.768 eV
HOMO = -0.1700 hartree
Energy relative to the best compared isomer or geometry (same formula, charge and spin) = 0.368 eV
Calculated total energy = -102216.5446 eV

Structure (ORCA input):
```
! wB97M-V def2-TZVPD RIJCOSX def2/J DEFGRID3
* xyz -1 1
Pt -0.07 0.44 -0.61
O -1.84 1.34 -0.58
C -2.73 0.91 0.29
C -3.72 1.83 0.68
C -4.76 1.47 1.50
C -4.87 0.16 1.99
C -3.90 -0.75 1.64
C -2.82 -0.42 0.80
C -1.84 -1.46 0.60
N -0.77 -1.33 -0.09
N 0.16 -2.36 -0.11
C 1.35 -1.89 -0.39
O 1.62 -0.64 -0.66
C 2.49 -2.83 -0.43
C 2.34 -4.15 -0.01
C 3.42 -5.02 -0.04
C 4.66 -4.57 -0.50
C 4.81 -3.26 -0.92
C 3.73 -2.39 -0.88
H -3.62 2.84 0.31
H -5.49 2.21 1.79
H -5.69 -0.13 2.63
H -3.95 -1.76 2.02
H -1.99 -2.41 1.09
H 1.37 -4.48 0.34
H 3.30 -6.04 0.29
H 5.50 -5.25 -0.52
H 5.77 -2.91 -1.28
H 3.83 -1.36 -1.20
Cl 0.46 6.76 1.46
C 0.41 5.03 1.49
C 0.20 4.35 2.67
Cl 0.02 5.21 4.16
C 0.12 2.95 2.66
Cl -0.16 2.07 4.13
C 0.22 2.21 1.49
O 0.06 0.91 1.44
C 0.51 2.93 0.29
O 0.79 2.22 -0.82
C 0.57 4.31 0.30
Cl 0.88 5.12 -1.20
C -2.85 -4.73 -5.36
C -2.18 -3.52 -4.76
C -2.91 -2.39 -4.41
C -2.31 -1.26 -3.87
C -3.17 -0.09 -3.49
C -0.91 -1.25 -3.69
Te 0.04 0.58 -3.18
C -0.17 -2.40 -3.99
C 1.31 -2.53 -3.73
C -0.82 -3.51 -4.53
H -3.93 -4.58 -5.45
H -2.68 -5.61 -4.75
H -2.45 -4.94 -6.36
H -3.99 -2.39 -4.56
H -4.23 -0.36 -3.57
H -2.98 0.77 -4.13
H -2.97 0.24 -2.47
H 1.70 -1.69 -3.17
H 1.86 -2.58 -4.67
H 1.52 -3.45 -3.18
H -0.23 -4.39 -4.76
*
```


This record from the Open Molecules 2025 dataset describes a single C18H13N3O2S molecule at a distorted geometry. The level of theory is the ωB97M-V functional and the def2-TZVPD basis.

Results
Orbital gap = 7.145 eV
HOMO = -0.2936 hartree
Energy relative to the best compared isomer or geometry (same formula, charge and spin) = 1.676 eV
Calculated total energy = -38262.5111 eV
SMILES = Cc1c(NC(=O)c2ccco2)cccc1-c1nc2cccnc2s1

Structure (ORCA input):
```
! wB97M-V def2-TZVPD RIJCOSX def2/J DEFGRID3
* xyz 0 1
C -0.15 2.11 -0.14
C -0.35 0.70 -0.66
C -1.91 0.26 -0.82
N -2.84 1.38 -0.97
C -4.15 1.23 -0.49
O -4.90 2.02 -0.61
C -4.45 0.21 0.43
C -5.72 -0.42 0.63
C -5.33 -1.80 1.47
C -3.98 -1.58 1.76
O -3.42 -0.71 0.89
C -2.20 -0.96 -1.43
C -1.14 -2.01 -1.79
C 0.19 -1.57 -1.32
C 0.64 -0.19 -0.82
C 1.87 0.01 -0.36
N 2.78 -0.52 -0.94
C 4.05 -0.21 -0.76
C 5.39 -0.72 -1.01
C 6.41 -0.64 -0.20
C 6.25 0.34 0.99
N 4.95 0.49 1.61
C 4.03 0.21 0.82
S 2.35 0.73 1.09
H 0.84 2.21 -0.10
H -0.52 3.03 -0.92
H -0.67 2.33 0.55
H -2.52 2.38 -1.30
H -6.60 -0.21 0.48
H -6.04 -2.43 2.08
H -3.43 -2.36 2.40
H -3.20 -1.04 -1.64
H -1.46 -2.81 -2.12
H 0.80 -2.18 -1.25
H 5.38 -1.36 -1.98
H 7.43 -0.68 -0.51
H 7.02 0.38 1.54
*
```


Look up the calculated total energy of the fifth one. -102216.5446 eV